1.
The molecule C12H17N3O4S3, computed with wB97M-V/def2-TZVPD.

```
! RIJCOSX wB97M-V def2-TZVPD def2/J DEFGRID3
* xyz 0 1
C 3.274 2.332 1.947
C 1.785 2.632 1.585
C 0.966 2.728 2.890
C 1.173 1.669 0.611
N 1.298 0.250 1.045
C 0.370 -0.421 1.829
O -0.685 0.109 2.194
C 0.580 -1.893 2.232
C 0.212 -2.879 1.084
S -1.600 -2.941 0.934
C -1.795 -1.994 -0.535
S -3.292 -1.185 -0.931
C -2.585 -0.506 -2.382
S -3.595 0.368 -3.579
N -3.439 -0.508 -5.005
O -3.192 1.731 -3.842
O -5.031 0.254 -3.253
C -1.264 -0.852 -2.575
C -0.804 -1.713 -1.463
N 0.492 -2.207 -1.353
C 1.051 -2.619 -0.161
O 2.243 -2.827 -0.171
H 3.900 2.106 1.062
H 3.390 1.505 2.687
H 3.686 3.237 2.444
H 1.757 3.601 1.115
H 1.375 3.512 3.557
H 0.957 1.789 3.390
H -0.093 2.999 2.660
H 1.689 1.760 -0.357
H 0.134 1.942 0.434
H 2.174 -0.213 0.812
H 1.630 -1.991 2.485
H 0.081 -2.120 3.148
H 0.467 -3.884 1.390
H -3.994 -1.364 -4.786
H -3.871 0.074 -5.684
H -0.648 -0.601 -3.449
H 1.199 -1.881 -2.008
*
```

Summary:
Kohn-Sham gap	8.38	eV
molar mass	363.49	u
HOMO	-0.31268	Ha
LUMO	-0.133	eV
structure (SMILES)	CC(C)CNC(=O)C[C@H]1Sc2sc(S(N)(=O)=O)cc2NC1=O
strongest force on any atom	3.6	eV/A



2.
A cluster of 2 separate species, C12H17OS in total, computed with wB97M-V/def2-TZVPD.

```
! RIJCOSX wB97M-V def2-TZVPD def2/J DEFGRID3
* xyz 1 1
C 0.307 0.472 -4.697
C 1.279 -0.365 -4.177
C -0.938 0.647 -4.081
C 0.965 -1.192 -3.143
C -1.193 -0.008 -2.904
C -0.303 -1.051 -2.517
C 0.703 -0.821 2.449
C -0.569 -1.536 2.102
C 1.240 -0.122 1.203
C -1.571 -0.686 1.467
C 0.082 0.789 0.690
C -0.098 1.969 1.764
O -1.140 0.006 0.400
S -0.734 -2.115 -1.313
H 0.364 1.121 -5.661
H 2.203 -0.466 -4.609
H -1.635 1.352 -4.420
H 1.649 -1.911 -2.821
H -2.054 0.021 -2.222
H 0.672 -0.155 3.312
H 1.336 -1.757 2.731
H -0.329 -2.334 1.498
H -0.824 -1.910 3.141
H 2.105 0.512 1.503
H 1.616 -0.808 0.444
H -2.432 -1.126 0.891
H -2.087 0.039 2.136
H 0.332 1.212 -0.269
H 0.479 1.670 2.534
H -1.083 1.954 2.052
H 0.212 2.896 1.431
*
```

Summary:
Kohn-Sham gap (spin up / spin down)	5.69 / 5.87	eV
molar mass	209.33	u
ΔE to the lowest compared entry with this formula, charge and spin	105.19	kJ/mol
HOMO (spin up / spin down)	-0.47525 / -0.48340	Ha
LUMO (spin up / spin down)	-7.246 / -7.288	eV
strongest force on any atom	5.1	eV/A



3.
A structure of composition C12H18B2F8K4O9, computed with wB97M-V/def2-TZVPD.

```
! RIJCOSX wB97M-V def2-TZVPD def2/J DEFGRID3
* xyz 3 2
K 2.031 2.307 -2.064
K -1.138 5.893 -2.715
K -1.912 2.025 -5.468
K -2.566 2.487 -0.011
B 1.871 5.246 -2.327
F 1.613 6.558 -2.541
F 1.524 4.558 -3.505
F 3.151 5.035 -1.928
F 1.067 4.848 -1.307
B -1.017 1.627 -2.510
F -0.263 1.157 -3.545
F -2.355 1.233 -2.787
F -0.496 1.111 -1.417
F -0.823 3.041 -2.599
C 1.559 2.289 5.330
C 0.854 1.350 4.323
C -0.665 1.329 4.334
O -1.020 1.871 3.094
C 0.124 2.111 2.325
O 0.102 2.468 1.146
O 1.253 1.779 2.999
H 1.355 3.317 5.030
H 2.629 2.130 5.463
H 1.032 2.405 6.278
H 1.240 0.345 4.491
H -0.867 2.067 5.109
H -1.010 0.298 4.420
C -0.381 -2.115 -2.941
C -1.853 -2.162 -2.457
C -2.790 -2.796 -3.425
O -3.413 -3.862 -2.651
C -2.769 -4.073 -1.539
O -2.875 -5.096 -0.839
O -1.892 -3.047 -1.356
H -0.130 -3.040 -3.459
H 0.309 -2.140 -2.098
H -0.137 -1.247 -3.553
H -2.147 -1.197 -2.044
H -2.287 -3.247 -4.280
H -3.676 -2.300 -3.821
C 1.221 -1.020 0.722
C 0.814 -2.448 1.257
C 1.333 -3.550 0.387
O 1.859 -4.491 1.287
C 1.852 -3.962 2.558
O 2.169 -4.593 3.581
O 1.475 -2.688 2.471
H 0.424 -0.645 0.081
H 2.211 -1.137 0.281
H 1.285 -0.253 1.494
H -0.260 -2.629 1.300
H 1.960 -3.254 -0.454
H 0.429 -3.893 -0.117
*
```

Summary:
Kohn-Sham gap (spin up / spin down)	8.75 / 3.13	eV
molar mass	636.27	u
HOMO (spin up / spin down)	-0.62278 / -0.62277	Ha
expectation value of S²	0.76
LUMO (spin up / spin down)	-8.193 / -13.817	eV
strongest force on any atom	6.5	eV/A



4.
A structure of composition C12H18BrClNOReS3, computed with wB97M-V/def2-TZVPD.

```
! RIJCOSX wB97M-V def2-TZVPD def2/J DEFGRID3
* xyz 3 2
Re 0.370 0.753 0.284
C 3.192 0.115 -1.376
C 2.331 -0.941 -2.049
S 0.549 -0.592 -1.841
C -0.191 -2.173 -1.354
C 0.319 -2.695 -0.030
S 0.238 -1.461 1.324
C 1.902 -1.643 2.047
C 3.038 -1.225 1.133
S 2.779 0.424 0.371
H 4.245 -0.169 -1.425
H 3.102 1.091 -1.856
H 2.531 -0.939 -3.121
H 2.524 -1.947 -1.680
H -1.265 -1.977 -1.342
H -0.005 -2.895 -2.151
H -0.288 -3.541 0.294
H 1.351 -3.036 -0.089
H 1.861 -1.042 2.950
H 2.003 -2.687 2.350
H 3.955 -1.151 1.718
H 3.219 -1.936 0.329
O -5.209 2.952 -0.942
C -4.113 2.327 -0.631
C -4.047 1.089 0.046
C -2.830 0.539 0.317
N -1.658 1.145 -0.043
C -1.771 2.331 -0.685
Br -0.009 3.006 -1.040
C -2.908 2.974 -1.009
H -6.031 2.504 -0.672
H -4.948 0.576 0.359
H -2.747 -0.399 0.851
H -2.932 3.930 -1.517
Cl 1.555 1.311 3.469
C 0.279 1.531 2.300
H 0.293 2.585 1.981
H -0.684 1.262 2.730
*
```

Summary:
Kohn-Sham gap (spin up / spin down)	6.05 / 6.86	eV
molar mass	590.05	u
ΔE to the lowest compared entry with this formula, charge and spin	153.88	kJ/mol
HOMO (spin up / spin down)	-0.70692 / -0.71249	Ha
expectation value of S²	0.82
LUMO (spin up / spin down)	-13.187 / -12.530	eV
strongest force on any atom	1.6	eV/A



5.
A structure of composition C12H18ClF3N3O20V, computed with wB97M-V/def2-TZVPD.

```
! RIJCOSX wB97M-V def2-TZVPD def2/J DEFGRID3
* xyz 1 4
O 7.469 -2.560 0.766
V 6.600 -2.218 -0.485
Cl 1.685 -2.590 0.625
O 2.338 -1.752 -0.371
O 1.039 -1.790 1.592
O 0.826 -3.516 -0.067
O 2.781 -3.301 1.244
C -4.551 -4.716 2.360
N -5.887 -4.746 1.687
O -5.975 -5.379 0.658
O -6.781 -4.088 2.233
H -4.628 -5.160 3.353
H -4.292 -3.664 2.478
H -3.832 -5.223 1.716
C 0.341 -2.843 7.312
N -1.034 -2.617 7.750
O -1.260 -2.610 8.959
O -1.898 -2.697 6.883
H 0.636 -1.959 6.746
H 0.372 -3.744 6.698
H 0.987 -3.042 8.167
C -2.655 -5.685 -4.576
N -1.582 -6.677 -4.996
O -0.450 -6.434 -4.637
O -1.929 -7.773 -5.348
H -2.037 -4.822 -4.329
H -3.152 -6.057 -3.680
H -3.466 -5.498 -5.279
C 6.407 4.821 -4.254
C 5.965 4.333 -5.630
O 5.417 3.045 -5.256
C 6.006 2.585 -4.171
O 5.935 1.477 -3.811
O 6.614 3.629 -3.603
F 6.999 4.014 -6.340
H 5.609 5.348 -3.731
H 7.269 5.487 -4.271
H 5.325 4.874 -6.326
C -0.565 3.004 -1.726
C -0.370 2.491 -3.140
O 0.592 3.384 -3.698
C 0.630 4.534 -2.952
O 1.185 5.598 -3.334
O 0.007 4.294 -1.849
F -1.530 2.526 -3.856
H 0.001 2.315 -1.099
H -1.603 2.968 -1.395
H 0.021 1.474 -3.177
C -2.789 3.251 3.977
C -2.132 4.582 3.782
O -2.985 5.072 2.759
C -4.216 4.614 2.965
O -5.297 5.044 2.581
O -4.107 3.552 3.792
F -0.901 4.369 3.271
H -2.624 2.906 4.998
H -2.501 2.432 3.318
H -2.025 5.139 4.713
*
```

Summary:
Kohn-Sham gap (spin up / spin down)	5.56 / 3.57	eV
molar mass	667.67	u
HOMO (spin up / spin down)	-0.46341 / -0.46341	Ha
expectation value of S²	3.83
LUMO (spin up / spin down)	-7.049 / -9.043	eV
strongest force on any atom	5.3	eV/A



6.
The molecule C12H18F2N2O2, computed with wB97M-V/def2-TZVPD.

```
! RIJCOSX wB97M-V def2-TZVPD def2/J DEFGRID3
* xyz 0 1
C -0.851 0.176 -3.606
C 0.072 1.226 -2.992
O -0.634 1.872 -1.943
C 0.059 2.928 -1.330
C 0.798 2.485 -0.056
O 1.225 1.140 -0.213
C 1.581 0.496 0.970
C 0.423 -0.363 1.594
C -0.883 0.167 1.162
N -1.882 0.621 0.841
C 0.601 -1.878 1.287
C -0.155 -2.448 0.088
C -1.657 -2.646 0.269
F 0.087 -1.617 -1.007
C 0.490 -0.201 3.132
F 0.446 1.118 3.478
C -0.603 -0.910 3.815
N -1.424 -1.528 4.319
H -0.327 -0.770 -3.748
H -1.683 0.009 -2.920
H -1.254 0.497 -4.569
H 0.975 0.753 -2.589
H 0.379 1.975 -3.735
H 0.780 3.375 -2.026
H -0.687 3.677 -1.056
H 1.680 3.123 0.098
H 0.144 2.590 0.815
H 1.949 1.213 1.714
H 2.402 -0.182 0.727
H 0.300 -2.472 2.157
H 1.667 -2.067 1.138
H 0.314 -3.406 -0.151
H -1.968 -3.586 -0.192
H -1.924 -2.691 1.327
H -2.206 -1.834 -0.204
H 1.437 -0.615 3.494
*
```

Summary:
Kohn-Sham gap	9.87	eV
molar mass	260.28	u
HOMO	-0.34666	Ha
LUMO	0.435	eV
structure (SMILES)	CCOCCOC[C@@](C#N)(C[C@@H](C)F)[C@@H](F)C#N
strongest force on any atom	0.5	eV/A



7.
A structure of composition C12H18HfN8O3S5, computed with wB97M-V/def2-TZVPD.

```
! RIJCOSX wB97M-V def2-TZVPD def2/J DEFGRID3
* xyz 2 1
Hf -0.323 -0.458 -0.116
N -0.214 1.774 0.666
C 0.135 1.567 2.103
C -0.491 2.604 3.063
C -1.997 2.510 3.375
C -2.469 1.415 4.360
N -1.594 1.213 5.508
C -1.735 1.694 6.733
N -2.695 2.567 7.039
N -0.873 1.317 7.679
C -0.272 0.139 2.524
O 0.083 -0.301 3.589
O -1.045 -0.475 1.659
H 0.442 2.429 0.249
H -1.131 2.213 0.607
H 1.218 1.624 2.207
H -0.311 3.586 2.620
H 0.070 2.582 3.998
H -2.576 2.384 2.454
H -2.286 3.478 3.786
H -2.550 0.454 3.859
H -3.472 1.666 4.704
H -0.843 0.552 5.333
H -3.348 2.889 6.349
H -2.831 2.867 7.989
H -0.180 0.610 7.499
H -0.948 1.652 8.624
S 4.079 -5.849 -1.759
C 3.059 -4.705 -1.220
S 3.575 -3.257 -0.401
C 1.986 -2.537 -0.200
C 0.939 -3.257 -0.657
S -0.778 -2.850 -0.613
S 1.322 -4.822 -1.356
S 1.981 -0.965 0.576
O -3.050 -0.608 -1.840
C -2.547 -0.016 -1.043
N -0.737 -3.401 -4.159
C 0.237 -2.629 -4.614
N 0.908 -2.956 -5.707
N 0.583 -1.478 -4.024
C 0.305 -0.854 -2.989
N 0.140 -0.088 -2.094
H -0.953 -4.282 -4.599
H -1.192 -3.193 -3.278
H 0.705 -3.791 -6.229
H 1.618 -2.333 -6.053
*
```

Summary:
Kohn-Sham gap	5.68	eV
molar mass	661.15	u
ΔE to the lowest compared entry with this formula, charge and spin	114.36	kJ/mol
HOMO	-0.43906	Ha
LUMO	-6.269	eV
strongest force on any atom	3.1	eV/A



8.
A structure of composition C12H18I2O4RuSY, computed with wB97M-V/def2-TZVPD.

```
! RIJCOSX wB97M-V def2-TZVPD def2/J DEFGRID3
* xyz 4 6
I 3.482 1.876 0.137
I 3.817 4.037 1.827
Y 0.827 0.525 -0.103
Ru -1.634 0.550 1.304
S -0.338 -1.225 -1.697
C -1.830 -1.335 0.871
C -2.501 0.543 3.011
C -0.261 -0.193 -3.194
C 0.688 0.989 -2.999
C -1.679 0.292 -3.483
C 0.243 -1.133 -4.287
C -1.196 2.457 1.056
C -3.126 0.551 0.112
O -3.078 0.530 4.018
O -2.158 -2.415 0.605
O -1.128 3.609 0.985
O -4.006 0.454 -0.627
H 0.921 1.418 -3.983
H 1.665 0.692 -2.561
H 0.241 1.800 -2.390
H -1.723 0.678 -4.507
H -1.986 1.081 -2.791
H -2.407 -0.518 -3.372
H 0.239 -0.614 -5.252
H -0.389 -2.026 -4.349
H 1.259 -1.471 -4.068
C 2.561 -0.798 2.764
C 1.120 -0.869 2.256
C 0.379 -1.900 3.128
C 0.406 0.505 2.280
H 2.584 -0.402 3.792
H 3.188 -0.146 2.146
H 3.005 -1.806 2.769
H 1.133 -1.305 1.207
H 0.187 -1.485 4.126
H -0.578 -2.186 2.687
H 0.980 -2.810 3.248
H -0.018 0.700 3.263
H 1.111 1.348 2.072
*
```

Summary:
Kohn-Sham gap (spin up / spin down)	7.65 / 4.05	eV
molar mass	702.12	u
ΔE to the lowest compared entry with this formula, charge and spin	0.00	kJ/mol
HOMO (spin up / spin down)	-0.81086 / -0.83253	Ha
expectation value of S²	8.77
LUMO (spin up / spin down)	-14.419 / -18.608	eV
strongest force on any atom	5.9	eV/A



9.
A cluster of 2 separate species, C12H18N2O12P3S in total, computed with wB97M-V/def2-TZVPD.

```
! RIJCOSX wB97M-V def2-TZVPD def2/J DEFGRID3
* xyz 1 1
O 2.610 1.580 4.985
P 2.664 0.326 4.280
O 1.543 -0.672 4.841
O 4.002 -0.475 4.358
N 2.311 0.480 2.583
C 1.659 -0.487 1.967
N 1.512 -0.079 0.707
P 0.697 -0.979 -0.613
O 0.009 -2.197 0.128
O 1.860 -1.552 -1.581
C 2.072 1.167 0.542
C 2.035 1.908 -0.753
C 0.957 3.043 -0.662
C -0.428 2.585 -1.178
O -1.355 2.496 -0.088
C 2.622 1.548 1.737
P 3.500 3.121 2.074
O 2.391 4.238 2.087
O 4.297 3.112 3.426
S 4.722 3.435 0.607
H 0.701 -0.219 4.677
H 3.975 -1.165 5.039
H 1.334 -1.406 2.422
H -0.911 -2.266 -0.235
H 2.726 -1.662 -1.155
H 1.796 1.251 -1.588
H 3.016 2.339 -0.939
H 0.853 3.286 0.392
H 1.309 3.931 -1.186
H -0.830 3.324 -1.863
H -0.361 1.592 -1.619
H -1.253 1.633 0.320
H 2.676 4.874 1.408
H 4.905 2.365 3.498
C -4.055 -4.025 -1.880
C -5.074 -4.058 -2.758
C -5.333 -2.919 -3.706
O -6.255 -3.016 -4.485
C -4.459 -1.754 -3.634
C -3.451 -1.728 -2.757
C -3.184 -2.881 -1.831
O -2.232 -2.808 -1.057
O -2.627 -0.680 -2.657
O -5.901 -5.079 -2.842
H -3.857 -4.838 -1.195
H -4.662 -0.933 -4.307
H -1.983 -0.898 -1.962
H -6.540 -4.858 -3.548
*
```

Summary:
Kohn-Sham gap	7.97	eV
molar mass	507.27	u
HOMO	-0.43998	Ha
LUMO	-3.998	eV
strongest force on any atom	3.7	eV/A



10.
A cluster of 2 separate species, C12H18NO5 in total, computed with wB97M-V/def2-TZVPD.

```
! RIJCOSX wB97M-V def2-TZVPD def2/J DEFGRID3
* xyz 1 1
C 5.994 -2.387 -1.221
O 5.607 -3.633 -1.904
C 4.384 -4.225 -1.337
N 3.188 -3.285 -1.364
C 2.280 -3.276 -0.154
C 0.958 -2.291 0.016
C 0.626 -1.281 -1.234
C -0.691 -0.275 -1.039
O -1.641 -0.300 -1.996
O -0.802 0.573 0.190
C 1.590 -1.297 -2.562
C 2.865 -2.354 -2.551
H 5.761 -1.500 -1.983
H 5.389 -2.154 -0.243
H 7.139 -2.323 -0.958
H 4.619 -4.641 -0.243
H 4.073 -5.181 -1.965
H 2.536 -4.022 0.726
H 0.306 -2.338 1.008
H 0.169 0.787 0.425
H 1.386 -0.581 -3.481
H 3.630 -2.449 -3.463
O -4.918 5.395 3.739
C -4.783 4.560 2.848
O -4.196 3.370 3.108
C -4.173 2.255 2.197
C -2.997 2.360 1.246
C -5.176 4.878 1.435
H -5.128 2.150 1.676
H -4.057 1.356 2.812
H -3.067 3.251 0.618
H -2.947 1.480 0.596
H -2.058 2.438 1.804
H -4.344 5.382 0.934
H -6.040 5.549 1.459
H -5.483 4.009 0.860
*
```

Summary:
Kohn-Sham gap	5.47	eV
molar mass	256.28	u
ΔE to the lowest compared entry with this formula, charge and spin	63.84	kJ/mol
HOMO	-0.42168	Ha
LUMO	-6.008	eV
strongest force on any atom	9.6	eV/A



11.
A structure of composition C12H18NO6PPd, computed with wB97M-V/def2-TZVPD.

```
! RIJCOSX wB97M-V def2-TZVPD def2/J DEFGRID3
* xyz 2 1
C 3.919 -2.043 2.410
C 3.544 -1.449 1.404
C 3.120 -0.701 0.123
C 1.683 -1.231 -0.343
C 1.121 -0.235 -1.449
C -0.179 0.543 -1.036
C -1.396 -0.246 -0.416
C -1.883 -1.577 -1.052
C -3.094 -2.273 -0.274
O -4.287 -1.498 -0.278
C -4.388 -0.650 0.834
O -4.052 -0.909 1.948
O -1.147 -0.189 0.987
C -0.543 1.025 1.426
O -0.437 1.424 2.526
C -0.113 1.686 0.043
P 1.253 2.956 0.021
N 2.147 2.885 -1.284
O 2.083 2.839 1.448
O 0.495 4.453 0.040
H 4.589 -2.336 3.252
H 3.105 0.391 0.403
H 3.937 -0.889 -0.629
H 1.042 -1.323 0.571
H 1.831 -2.240 -0.833
H 1.962 0.417 -1.805
H 0.841 -0.883 -2.335
H -0.479 1.103 -1.973
H -2.258 0.469 -0.615
H -2.206 -1.445 -2.127
H -1.032 -2.400 -1.094
H -3.328 -3.210 -0.876
H -2.764 -2.633 0.734
H -4.883 0.354 0.657
H -1.045 2.306 -0.181
H 2.065 3.756 -1.829
H 1.488 3.106 2.187
H 0.261 4.579 0.988
Pd -0.971 -3.934 -1.571
*
```

Summary:
Kohn-Sham gap	2.38	eV
molar mass	409.67	u
HOMO	-0.57443	Ha
LUMO	-13.256	eV
strongest force on any atom	3.2	eV/A



12.
A structure of composition C12H18NP, computed with wB97M-V/def2-TZVPD.

```
! RIJCOSX wB97M-V def2-TZVPD def2/J DEFGRID3
* xyz 0 1
C -0.484 2.922 -0.877
C 0.017 2.036 -1.696
C -1.207 2.470 0.356
C -0.079 0.566 -1.540
C -1.229 1.151 0.679
C -0.921 0.160 -0.343
C 2.055 -0.262 0.381
C 3.490 -0.136 0.945
C 1.209 -0.461 1.594
C -1.710 -2.049 -1.360
C -2.772 -1.051 0.751
C -1.700 -0.976 -0.306
N 1.865 -1.244 -0.698
P 1.779 0.356 -1.323
H -0.269 3.996 -1.044
H 0.666 2.417 -2.463
H -1.567 3.242 1.084
H -0.279 0.110 -2.496
H -1.651 0.844 1.669
H 3.652 -1.096 1.484
H 3.563 0.839 1.519
H 4.186 -0.004 0.085
H 0.194 -0.653 1.475
H 1.343 0.334 2.303
H 1.733 -1.326 2.216
H -2.384 -1.860 -2.171
H -0.760 -2.281 -1.767
H -2.238 -3.007 -0.958
H -3.538 -0.230 0.744
H -2.424 -0.951 1.815
H -3.310 -1.997 0.853
H 2.773 -1.857 -0.912
*
```

Summary:
Kohn-Sham gap	8.10	eV
molar mass	207.26	u
ΔE to the lowest compared entry with this formula, charge and spin	74.24	kJ/mol
HOMO	-0.27184	Ha
LUMO	0.707	eV
strongest force on any atom	3.5	eV/A